ORCA calculation (the ωB97M-V functional and the def2-TZVPD basis) on a molecular structure, C32H36BrCsN9O5S4 at a distorted geometry.

The calculated total energy comes out at -6296.72375 hartree. As for the charge: +1. As for the strongest force on any atom: 1.59 eV/Å. Its energy above the lowest of the compared OMol25 structures with the same formula, charge and spin is 22.4 kcal per mole.

Last column: Löwdin charge in e.
Geometry (Å):
Cs1 -1.62654 0.50473 0.70822  0.90
N1 -3.66695 3.60801 -2.21462  0.18
C1 -4.18807 4.25767 -1.10683  -0.18
C2 -4.78634 5.50407 -0.94598  -0.01
C3 -5.22670 5.81291 0.32532  -0.08
C4 -5.09102 4.90538 1.39194  -0.08
C5 -4.49286 3.67445 1.21776  -0.02
C6 -4.01805 3.35791 -0.05507  -0.23
N2 -3.38532 2.20100 -0.51401  -0.03
C7 -3.21420 2.39255 -1.79623  -0.30
C8 -2.63204 1.39157 -2.70339  -0.32
C9 -2.52019 1.48378 -4.05517  -0.33
S1 -1.86225 0.04215 -4.68309  1.07
C10 -1.76589 -0.59413 -3.09907  -0.47
N3 -2.18741 0.20192 -2.16333  -0.06
H1 -3.64249 3.96438 -3.15355  0.16
H2 -4.90841 6.19616 -1.76940  0.11
H3 -5.69944 6.77004 0.50298  0.11
H4 -5.47243 5.18006 2.36730  0.11
H5 -4.40498 2.96897 2.03447  0.11
H6 -2.80039 2.29437 -4.71040  0.08
H7 -1.37317 -1.58527 -2.90679  0.08
O1 0.90799 -2.03290 2.46918  -0.10
C11 1.52291 -2.09069 3.74575  -0.18
C12 1.28904 -0.79786 4.49341  -0.26
C13 1.21070 -0.72854 5.87455  -0.01
C14 1.05618 0.51261 6.46976  -0.05
C15 0.98488 1.63855 5.66430  -0.06
C16 1.06067 1.47162 4.29174  -0.13
N4 1.20447 0.27855 3.71067  0.10
H8 0.97156 -1.09121 2.23015  0.05
H9 2.60346 -2.23690 3.64260  0.13
H10 1.12429 -2.94526 4.29146  0.12
H11 1.27409 -1.63054 6.46999  0.12
H12 0.99193 0.60042 7.54712  0.11
H13 0.86924 2.62739 6.08749  0.11
H14 0.99443 2.32271 3.62599  0.10
S2 -3.46520 -1.58003 2.14767  0.44
C17 -2.75354 -3.01468 1.70715  -1.17
N5 -2.25892 -3.92308 2.54920  -0.05
C18 -1.44032 -4.99479 1.98624  -0.21
C19 -1.94941 -5.18482 0.56221  -0.39
S3 -2.53163 -3.53711 0.05281  0.93
H15 -2.24218 -3.69538 3.53126  0.14
H16 -1.55742 -5.90449 2.57126  0.13
H17 -0.38664 -4.70719 1.98724  0.11
H18 -2.78614 -5.87766 0.51498  0.08
H19 -1.15511 -5.51165 -0.10458  0.06
C20 7.53691 -1.70179 -5.82115  -0.11
C21 6.69187 -1.82410 -4.55443  -0.30
S4 4.98972 -2.06284 -4.97987  0.63
O2 4.88408 -3.15440 -5.91474  -0.29
O3 4.41235 -0.77472 -5.29732  -0.32
C22 4.24779 -2.58551 -3.45624  -0.21
C23 2.74284 -2.74393 -3.68925  -0.13
N6 1.96505 -2.47547 -2.47687  0.05
C24 1.51762 -1.25380 -2.09372  -0.34
N7 0.83768 -1.31026 -0.95583  0.11
C25 0.85864 -2.61689 -0.56911  -0.07
C26 1.52619 -3.34543 -1.49742  -0.14
N8 1.80393 -4.74677 -1.46104  -0.32
O4 1.17405 -5.41177 -0.65811  0.08
O5 2.67098 -5.18311 -2.19899  0.09
C27 1.77504 -0.00250 -2.86389  0.02
H20 8.57550 -1.53067 -5.54274  0.08
H21 7.20480 -0.86427 -6.43415  0.08
H22 7.47820 -2.60942 -6.41789  0.08
H23 6.71472 -0.91545 -3.95163  0.11
H24 6.98694 -2.67974 -3.94301  0.11
H25 4.46350 -1.80634 -2.72229  0.12
H26 4.70440 -3.52682 -3.15057  0.11
H27 2.52634 -3.74873 -4.02736  0.13
H28 2.39595 -2.04718 -4.44689  0.11
H29 0.41979 -2.96538 0.34983  0.08
H30 1.78633 -0.15979 -3.94111  0.08
H31 2.74274 0.42596 -2.59233  0.10
H32 1.00354 0.72303 -2.61416  0.08
Br1 -1.65800 7.28262 1.97613  0.78
C28 -1.87509 5.59721 2.78061  -0.69
C29 -2.59365 5.45899 3.95234  -0.11
C30 -2.74500 4.18456 4.47754  -0.05
C31 -2.17908 3.11512 3.80451  -0.17
N9 -1.47524 3.25109 2.67800  0.02
C32 -1.32176 4.47791 2.18020  -0.19
H33 -3.02657 6.32389 4.43804  0.11
H34 -3.29973 4.02416 5.39301  0.11
H35 -2.28749 2.10506 4.18692  0.11
H36 -0.75009 4.57778 1.26437  0.11

Atoms 1-6, force components in eV/Å:
Cs 1.410 -0.238 0.696
N -0.006 0.126 -0.048
C 0.023 0.000 -0.205
C 0.015 -0.010 0.017
C 0.003 -0.042 0.039
C 0.013 0.019 -0.059